107
Properties=species:S:1:pos:R:3 method="wB97M-V/def2-TZVPD" e_tot_ha=-2509.5227 homo_lumo_gap_ev=8.144 charge=+1
C -0.660 -0.983 2.751
C -1.375 0.333 2.961
F -0.877 1.307 2.111
P -3.154 0.066 2.548
H -1.087 -1.689 3.462
H 0.406 -0.863 2.897
H -0.885 -1.354 1.754
H -1.273 0.654 3.995
H -3.409 -1.281 2.378
H -3.997 0.540 3.545
H -3.373 0.719 1.341
C -0.165 0.279 -1.629
C 0.610 -0.826 -0.949
O 0.055 -1.671 -0.255
N 1.948 -0.846 -1.132
C 2.757 0.071 -1.917
H -1.217 0.156 -1.388
H 0.167 1.258 -1.282
H -0.046 0.228 -2.711
H 2.412 -1.604 -0.655
H 3.286 -0.470 -2.700
H 3.495 0.549 -1.270
H 2.145 0.838 -2.379
C -1.327 -3.784 6.067
C -2.345 -2.681 6.209
O -2.522 -1.839 5.323
N -3.061 -2.642 7.346
C -2.976 -3.557 8.475
H -0.836 -3.681 5.103
H -0.577 -3.718 6.854
H -1.803 -4.762 6.125
H -3.722 -1.883 7.389
H -3.940 -4.040 8.631
H -2.711 -3.002 9.376
H -2.233 -4.324 8.292
C -6.986 -2.333 3.314
C -6.705 -1.426 2.145
O -5.612 -0.862 2.014
N -7.674 -1.243 1.237
C -9.010 -1.817 1.219
H -6.102 -2.371 3.945
H -7.823 -1.956 3.902
H -7.217 -3.341 2.972
H -7.415 -0.626 0.482
H -9.150 -2.405 0.313
H -9.757 -1.024 1.236
H -9.163 -2.459 2.079
C 4.792 5.348 -3.750
C 4.422 3.943 -3.344
O 4.278 3.039 -4.152
N 4.243 3.698 -2.016
C 4.358 4.616 -0.899
H 4.898 5.380 -4.831
H 4.016 6.052 -3.448
H 5.738 5.645 -3.295
H 3.999 2.742 -1.818
H 5.124 4.273 -0.202
H 3.411 4.681 -0.360
H 4.626 5.607 -1.248
C -0.763 -8.005 9.165
C -2.105 -7.445 8.762
O -2.203 -6.431 8.078
N -3.210 -8.102 9.181
C -3.289 -9.306 9.989
H 0.012 -7.367 8.752
H -0.661 -8.025 10.251
H -0.632 -9.015 8.778
H -4.072 -7.679 8.876
H -3.806 -10.094 9.442
H -3.839 -9.107 10.909
H -2.296 -9.657 10.248
C 4.327 3.624 -8.403
C 4.188 5.080 -8.037
O 5.070 5.689 -7.449
N 3.034 5.711 -8.385
C 1.889 5.158 -9.080
H 5.291 3.272 -8.063
H 3.550 3.029 -7.922
H 4.272 3.482 -9.481
H 3.006 6.681 -8.114
H 1.713 5.696 -10.013
H 0.993 5.239 -8.463
H 2.057 4.112 -9.311
C -2.111 3.942 1.241
C -1.813 4.832 0.053
O -0.753 5.419 -0.051
N -2.775 4.949 -0.903
C -4.085 4.333 -0.945
H -1.249 3.954 1.898
H -2.982 4.305 1.789
H -2.288 2.919 0.911
H -2.509 5.554 -1.665
H -4.184 3.708 -1.834
H -4.865 5.095 -0.975
H -4.243 3.715 -0.067
C 7.142 -0.832 -9.458
C 6.797 0.556 -8.965
O 5.843 1.177 -9.403
N 7.598 1.094 -8.008
C 8.763 0.507 -7.377
H 6.415 -1.113 -10.213
H 8.138 -0.850 -9.902
H 7.103 -1.555 -8.643
H 7.321 2.019 -7.719
H 8.612 0.428 -6.300
H 9.643 1.128 -7.555
H 8.954 -0.484 -7.775

***

104
Properties=species:S:1:pos:R:3 method="wB97M-V/def2-TZVPD" e_tot_ha=-2745.8639 homo_lumo_gap_ev=9.553
C 2.060 -2.882 -4.668
O 3.005 -2.660 -5.681
C 4.063 -1.738 -5.392
C 4.247 -0.865 -6.647
C 4.214 0.661 -6.454
C 2.845 1.306 -6.086
C 2.929 1.798 -4.611
C 1.585 2.072 -3.923
C 0.988 0.887 -3.149
C 1.205 0.996 -1.622
C 2.269 0.022 -1.095
O 3.330 -0.175 -2.044
S 4.708 0.486 -1.512
O 4.574 1.922 -1.505
O 5.614 0.100 -2.852
P 7.113 0.795 -2.841
O 8.099 -0.198 -3.263
H 1.803 -3.934 -4.580
H 2.365 -2.553 -3.680
H 1.155 -2.330 -4.921
H 4.969 -2.333 -5.265
H 3.943 -1.176 -4.475
H 3.510 -1.199 -7.367
H 5.238 -1.085 -7.037
H 4.542 1.100 -7.394
H 4.922 0.999 -5.700
H 1.999 0.652 -6.274
H 2.753 2.201 -6.695
H 3.489 2.730 -4.596
H 3.524 1.064 -4.085
H 0.882 2.512 -4.623
H 1.775 2.842 -3.176
H 1.290 -0.063 -3.559
H -0.090 0.943 -3.295
H 0.283 0.652 -1.163
H 1.445 2.001 -1.296
H 1.774 -0.940 -0.998
H 2.617 0.286 -0.098
H 7.087 1.823 -3.802
H 7.418 1.288 -1.559
C -1.840 -6.688 -0.735
O -2.775 -5.647 -0.514
C -2.211 -4.529 0.153
C -1.902 -3.406 -0.812
O -0.874 -3.766 -1.724
C -1.410 -4.129 -2.984
H -2.282 -7.390 -1.440
H -0.905 -6.311 -1.155
H -1.634 -7.216 0.202
H -1.316 -4.817 0.711
H -2.957 -4.176 0.874
H -1.542 -2.542 -0.242
H -2.804 -3.102 -1.352
H -1.737 -3.233 -3.523
H -2.247 -4.821 -2.877
H -0.629 -4.616 -3.565
C 0.017 5.373 0.181
O 0.990 4.351 0.300
C 2.323 4.854 0.301
C 2.921 4.920 1.692
O 2.262 5.874 2.509
C 1.351 5.289 3.422
H -0.954 4.938 0.415
H 0.208 6.196 0.873
H -0.009 5.754 -0.845
H 2.361 5.837 -0.177
H 2.922 4.161 -0.300
H 3.963 5.241 1.604
H 2.910 3.933 2.165
H 1.899 4.811 4.241
H 0.702 4.556 2.936
H 0.731 6.083 3.835
C -1.003 1.103 8.163
O -1.772 2.275 8.374
C -0.978 3.402 8.715
C -0.772 4.316 7.526
O 0.006 3.688 6.520
C -0.781 3.191 5.454
H -1.645 0.362 7.689
H -0.146 1.291 7.513
H -0.654 0.702 9.121
H -0.017 3.088 9.131
H -1.518 3.952 9.491
H -0.221 5.202 7.854
H -1.734 4.646 7.124
H -1.124 4.017 4.822
H -1.639 2.626 5.818
H -0.157 2.529 4.855
C -8.439 -4.893 3.115
O -8.460 -3.546 2.678
C -7.417 -2.766 3.243
C -6.276 -2.572 2.266
O -5.614 -3.794 1.982
C -6.006 -4.345 0.738
H -9.108 -5.462 2.471
H -7.438 -5.325 3.049
H -8.801 -4.961 4.146
H -7.058 -3.213 4.173
H -7.843 -1.787 3.483
H -5.538 -1.907 2.718
H -6.634 -2.103 1.345
H -5.548 -3.781 -0.081
H -7.092 -4.349 0.622
H -5.647 -5.372 0.695